DFT (wB97M-V/def2-TZVPD) results for a cluster of 2 separate species, C5H12O3 in total.

Structure (XYZ):
```
20
Properties=species:S:1:pos:R:3:forces:R:3:nbo_charge:R:1
O 1.953040 -0.817026 -0.316183 0.29 -0.68 -0.87 -0.31
C 1.177225 -1.000917 0.602111 -0.27 -0.86 2.86 0.85
O 1.311744 -2.064396 1.397410 -0.87 0.43 -0.08 -0.62
C 0.181040 -0.041312 1.186504 0.01 0.55 0.07 -0.50
C -1.126906 0.050482 0.383112 -0.89 -0.76 0.84 -0.21
C -1.026480 -0.248655 -1.101506 0.44 0.16 -0.34 -0.61
C -1.866299 1.337022 0.735627 0.09 2.11 -0.63 -0.64
H 1.525753 -2.962238 1.110288 0.70 0.14 -0.78 0.55
H -0.099248 -0.358199 2.202987 0.54 -0.33 -0.36 0.29
H 0.703992 0.901983 1.335913 -0.08 0.34 -0.49 0.26
H -1.737300 -0.782718 0.812443 0.29 0.53 -0.38 0.22
H -2.050657 -0.276152 -1.522203 0.80 0.05 -0.03 0.25
H -0.385980 0.490965 -1.605002 -0.51 0.20 -0.08 0.20
H -0.496653 -1.195595 -1.309859 -0.60 0.06 0.18 0.20
H -2.395000 1.376122 1.695167 0.20 -0.40 -0.26 0.24
H -1.308569 2.308561 0.664703 0.64 -1.07 0.52 0.22
H -2.542561 1.650234 -0.054980 -0.82 -0.85 -0.08 0.24
H 2.291533 0.942762 -2.576685 0.47 0.05 -0.47 0.49
H 2.840568 0.298246 -1.343038 0.73 0.12 -0.18 0.48
O 3.050757 0.390832 -2.296808 -1.15 0.21 0.55 -0.60
```
Forces are in eV/Å.

- Spin multiplicity: 2
- Frontier orbital gap (spin up / spin down): 11.1 / 4.7 eV
- E_LUMO (spin up / spin down): -0.157 / -0.383 Eh
- ⟨S²⟩: 0.76
- Charge: +1
- Relative energy (zero: lowest compared OMol25 entry of this formula, charge and spin): 2.047 eV
- HOMO energy (spin up / spin down): -0.5641 / -0.5574 hartree

=====

DFT (wB97M-V/def2-TZVPD) results for a structure of composition C5H12O3Sn.

Structure (XYZ):
```
21
Properties=species:S:1:pos:R:3:forces:R:3:nbo_charge:R:1
C 1.748846 -2.188900 0.839093 0.08 -0.12 0.11 -0.66
C 0.601743 -1.325421 1.284888 0.77 2.03 -2.42 0.37
O -0.481018 -2.111597 1.803357 -0.05 -1.73 -5.01 -0.89
Sn -1.349788 -1.959870 3.494496 -2.24 0.29 4.36 0.89
H 1.423429 -2.906869 0.074119 0.03 0.20 0.20 0.24
H 2.164954 -2.729575 1.697343 -0.04 0.08 -0.22 0.23
H 2.525809 -1.550467 0.401734 -0.22 -0.14 0.16 0.27
H 0.855055 -0.606939 2.079136 -0.03 -0.19 -0.15 0.19
O 0.050464 -0.668623 0.137825 1.08 -1.05 1.18 -0.52
H -0.974107 -2.428861 0.964850 0.89 0.33 1.50 0.57
C 0.065114 2.625817 -2.434795 -0.15 0.31 -0.51 -0.25
O 0.201453 1.862949 -1.262320 0.07 -0.38 0.59 -0.53
C -0.992794 1.241534 -0.864514 -0.17 0.20 -0.43 -0.08
C -0.770240 0.457273 0.402342 -0.15 0.45 0.54 -0.09
H 1.042375 3.067113 -2.662013 -0.29 -0.15 0.11 0.21
H -0.252532 1.998540 -3.285374 0.09 0.15 0.20 0.17
H -0.674207 3.434510 -2.299783 0.20 -0.19 -0.04 0.17
H -1.364421 0.569984 -1.660383 0.05 0.11 0.19 0.18
H -1.776289 1.997431 -0.671916 0.11 -0.20 0.00 0.19
H -1.744388 0.125707 0.794699 -0.02 0.07 -0.10 0.16
H -0.299464 1.096274 1.167225 -0.01 -0.07 -0.24 0.19
```
Forces are in eV/Å.

- Spin multiplicity: 2
- Frontier orbital gap (spin up / spin down): 6.1 / 7.5 eV
- E_LUMO (spin up / spin down): -0.201 / -0.195 Eh
- ⟨S²⟩: 0.75
- Charge: +1
- Relative energy (zero: lowest compared OMol25 entry of this formula, charge and spin): 0.000 eV
- HOMO energy (spin up / spin down): -0.4264 / -0.4699 hartree

=====

DFT (wB97M-V/def2-TZVPD) results for the molecule C5H12OS.

Structure (XYZ):
```
19
Properties=species:S:1:pos:R:3:forces:R:3:nbo_charge:R:1
C -2.523710 -2.218472 0.912214 0.66 0.42 -0.47 -0.74
S -1.513907 -1.745205 -0.653155 -0.45 -0.42 0.56 0.11
C -0.624848 -0.193572 -0.073652 -1.52 0.14 -0.32 -0.50
C 0.497417 0.243401 -1.010473 -0.31 1.40 0.98 -0.40
C 1.006158 1.679948 -0.459240 -0.54 -3.14 -2.35 -0.41
C 1.910318 1.380453 0.699011 0.42 2.91 0.92 -0.08
O 2.845066 2.543350 0.781728 -0.72 -1.39 0.54 -0.73
H -3.323056 -2.963037 1.059779 0.09 -0.03 -1.80 0.24
H -1.719636 -2.725590 1.446662 -0.13 1.14 1.08 0.23
H -3.033218 -1.279632 1.191725 1.01 -0.34 0.75 0.22
H -1.435140 0.577624 -0.167263 0.81 -0.46 0.39 0.21
H -0.261867 -0.191287 0.965272 -0.32 -0.54 -0.26 0.21
H 1.369926 -0.411030 -1.011548 -0.24 -0.20 -0.09 0.20
H 0.123195 0.373421 -2.018801 -0.05 -0.15 -0.22 0.21
H 0.133210 2.303979 -0.275085 0.22 0.09 0.44 0.21
H 1.486644 2.057450 -1.372172 0.53 0.38 0.78 0.22
H 1.336335 1.427990 1.632959 -0.11 -0.28 -0.15 0.16
H 2.449693 0.436540 0.745625 0.12 0.03 -0.72 0.18
H 2.658403 2.852499 1.672059 0.53 0.45 -0.06 0.46
```
Forces are in eV/Å.

- Frontier orbital gap: 9.4 eV
- E_LUMO: 0.030 Eh
- SMILES: CSCCCCO
- Relative energy (zero: lowest compared OMol25 entry of this formula, charge and spin): 1.952 eV
- HOMO energy: -0.3134 hartree

=====

DFT (wB97M-V/def2-TZVPD) results for a cluster of 2 separate species, C5H12OS in total.

Structure (XYZ):
```
19
Properties=species:S:1:pos:R:3:forces:R:3:nbo_charge:R:1
C 2.845753 1.197385 -0.848153 -2.08 0.47 -1.85 -0.82
C -2.970208 0.459805 -1.043848 -0.03 2.63 -0.27 -0.67
C -2.805609 -1.196579 0.727340 0.29 1.42 -1.31 -0.41
C 2.984080 -0.784079 1.111143 -0.69 0.96 1.48 -0.84
C -3.521630 -0.662592 -0.283074 1.43 -0.30 0.89 -0.18
O 0.974899 0.942800 0.891787 -0.95 0.48 0.70 -0.99
S 1.706471 0.051074 -0.008524 1.76 -0.79 0.14 1.26
H 3.151494 1.808190 -0.020737 0.66 0.47 0.04 0.24
H 3.584761 0.634621 -1.397658 0.57 0.03 0.13 0.23
H -2.952613 1.417657 -0.458085 -0.59 -0.71 -0.05 0.23
H -1.903066 0.348508 -1.111224 0.55 -0.30 -0.93 0.23
H -3.503683 0.771452 -1.972726 0.71 -0.74 0.40 0.21
H -1.755740 -0.916640 1.040117 -1.47 -0.04 -0.56 0.21
H 2.238887 1.836700 -1.651459 1.11 -1.41 1.96 0.24
H -3.334208 -1.873956 1.298424 -0.52 -1.76 1.32 0.19
H 2.447874 -1.373752 1.864667 -0.58 0.35 -0.27 0.24
H 3.661180 -1.496170 0.751300 0.85 -0.96 -1.65 0.22
H 3.622209 -0.116270 1.729406 -0.70 0.38 -0.69 0.23
H -4.470855 -1.048149 -0.618703 -0.33 -0.16 0.52 0.20
```
Forces are in eV/Å.

- Frontier orbital gap: 9.8 eV
- E_LUMO: 0.028 Eh
- Relative energy (zero: lowest compared OMol25 entry of this formula, charge and spin): 2.857 eV
- HOMO energy: -0.3315 hartree

=====

DFT (wB97M-V/def2-TZVPD) results for the molecule C5H12OS.

Structure (XYZ):
```
19
Properties=species:S:1:pos:R:3:forces:R:3:nbo_charge:R:1
C 2.077652 0.341957 1.284632 -0.37 0.09 -0.77 -0.74
S 1.979215 0.140757 -0.527838 -0.05 -0.20 0.34 0.18
C 0.621117 1.197945 -1.057498 -0.57 -0.63 -0.12 -0.53
C -0.809963 0.920823 -0.564300 0.77 -1.70 0.91 -0.40
C -1.256212 -0.516987 -0.921866 0.84 0.18 -0.45 -0.44
C -1.188215 -1.582628 0.200870 -0.14 0.08 -0.50 -0.06
O -0.428772 -1.285130 1.342244 0.59 0.41 0.44 -0.72
H 2.957629 0.940521 1.499072 -0.15 -0.01 0.39 0.22
H 1.148354 0.767466 1.658732 0.24 0.44 -0.02 0.20
H 2.093551 -0.649522 1.703102 0.41 -0.30 0.21 0.24
H 0.844498 2.245974 -0.921913 0.26 0.29 -0.21 0.21
H 0.586289 0.893234 -2.114401 0.19 0.74 0.01 0.22
H -0.880371 0.958653 0.527422 0.04 0.82 -0.07 0.17
H -1.412785 1.686410 -0.991944 -0.79 0.49 -0.22 0.22
H -0.546217 -0.824915 -1.704880 -0.43 -0.15 0.05 0.20
H -2.256316 -0.561852 -1.344076 -0.10 0.18 -0.08 0.21
H -2.189959 -1.821737 0.537290 -0.42 -0.21 -0.12 0.15
H -0.731655 -2.466551 -0.256560 -0.18 -0.01 0.36 0.18
H -0.607839 -0.384421 1.651917 -0.13 -0.51 -0.15 0.46
```
Forces are in eV/Å.

- Frontier orbital gap: 9.3 eV
- E_LUMO: 0.033 Eh
- SMILES: CSCCCCO
- Relative energy (zero: lowest compared OMol25 entry of this formula, charge and spin): 0.982 eV
- HOMO energy: -0.3097 hartree

=====

DFT (wB97M-V/def2-TZVPD) results for a structure of composition C5H12OS.

Structure (XYZ):
```
19
Properties=species:S:1:pos:R:3:forces:R:3:nbo_charge:R:1
C 1.287920 2.225431 -0.415934 0.14 -0.96 0.75 -0.69
C 0.126873 1.233991 -1.191608 5.26 -0.69 3.26 0.11
C 0.772273 -0.119545 -1.461888 -4.82 -2.18 0.24 -0.41
C 0.908934 -1.370509 -0.422700 -1.93 2.69 -2.01 -0.40
C -0.412244 -1.592367 0.322181 -0.80 -2.34 -2.59 -0.58
H 2.066143 2.582159 -1.353309 -1.92 -1.27 3.04 0.22
H 1.837050 1.486208 0.585221 -1.49 2.90 -3.17 0.22
H 0.741965 3.231206 -0.057765 1.41 -2.28 -0.39 0.21
H 0.229946 1.841152 -2.010770 -1.38 0.89 -3.01 0.15
H -1.298557 1.859338 -0.271224 -1.24 1.81 0.91 0.47
H 0.012874 -0.532288 -2.224188 1.25 0.29 0.61 0.19
H 1.620292 0.097208 -1.947273 3.46 0.26 -1.85 0.20
H 1.763424 -1.137054 0.172155 0.65 -0.77 0.63 0.21
H 0.881053 -2.258471 -1.098781 1.21 0.65 0.59 0.22
H -1.195357 -1.722168 -0.581608 0.91 1.28 2.35 0.23
H -0.378129 -2.687103 0.489818 -0.01 0.40 0.98 0.23
H -1.529427 0.408834 1.538834 1.65 -2.66 0.55 0.15
O -1.065772 1.019553 -0.587123 -0.68 -0.39 -0.26 -0.69
S -0.770477 -0.849214 1.904722 -1.68 2.35 -0.65 -0.03
```
Forces are in eV/Å.

- Frontier orbital gap: 9.4 eV
- E_LUMO: 0.021 Eh
- Relative energy (zero: lowest compared OMol25 entry of this formula, charge and spin): 4.343 eV
- HOMO energy: -0.3244 hartree